Record 1
# C33H28Cl24F40O5

A 13-piece molecular cluster, C33H28Cl24F40O5 overall in a non-equilibrium geometry (wB97M-V/def2-TZVPD, the Open Molecules 2025 dataset).

Computed properties:
- total charge = 0
- gap between HOMO and LUMO (Ha) = 0.4107

Positions of all 130 atoms, in Å:
F (-1.24073, -8.17331, 7.65131)
F (-3.08546, 1.66943, -9.58727)
F (-3.79700, -9.12192, 7.09381)
H (-1.83967, 4.24136, -8.06076)
C (-3.59649, -5.81155, 3.92989)
Cl (2.52145, 2.76955, 3.27941)
C (3.54095, 1.39916, 3.77831)
F (5.07861, -2.41442, 0.31041)
C (5.35860, -1.03991, -1.53112)
F (-2.59116, -0.62758, 3.41406)
H (2.14865, 4.16449, -2.87045)
C (7.32712, -0.81434, -5.47501)
C (-3.05929, 2.66391, -8.70170)
F (-2.38864, -9.50085, 5.46188)
C (-0.96102, -1.07296, 0.75778)
H (-2.18695, 4.82120, 0.76156)
C (-4.86903, 2.18319, -7.25377)
C (6.02846, -0.15460, -5.05098)
C (-2.89353, 4.19472, 0.18795)
F (8.40191, 0.05812, -5.28729)
F (-4.48710, 0.74796, 6.12117)
C (0.03557, 2.43808, 6.03597)
C (4.62842, 4.43961, -3.84883)
H (-3.93348, 0.70853, 3.69108)
Cl (1.65697, -0.59096, -4.02558)
C (2.91620, 4.08363, -2.13896)
Cl (0.01963, -2.03667, 5.87217)
Cl (-3.95708, 5.22137, -0.73994)
O (4.08092, 4.78000, -2.62404)
H (-2.72300, 1.32082, 7.85730)
F (-4.68404, -5.83637, 3.14534)
H (-4.81028, -8.33706, 4.79783)
Cl (1.22639, -3.78238, 7.75065)
F (5.77164, 0.97192, -5.68365)
C (-5.13741, 2.34979, -5.75554)
H (-0.11480, 1.88469, 5.10240)
F (5.33365, 3.31118, -3.78741)
Cl (-3.39306, -3.51669, -0.66919)
F (-3.92212, 3.65785, -9.16568)
Cl (-0.34262, 7.81891, 2.62711)
H (4.95303, 0.65235, -3.39686)
F (6.57860, 5.80535, -3.52631)
C (-4.27119, -1.99267, -0.99938)
C (5.86397, -2.34594, -0.81500)
F (3.66049, 4.26691, -4.74768)
F (-2.83746, -4.00810, 2.60724)
F (-1.08778, 3.46594, -9.79071)
H (2.35742, 1.04614, -0.61117)
Cl (0.21818, -3.95155, -2.28299)
F (-0.95105, 3.25519, 8.00268)
H (4.88503, 6.51482, -4.13995)
F (-4.45162, 0.17149, -5.26580)
F (-3.39508, -1.02824, 6.48167)
Cl (-0.16919, 1.65365, -4.44934)
F (7.22547, -1.09927, -6.81851)
H (-4.45334, -6.97459, 5.96875)
F (-0.89700, 2.55166, -7.81644)
Cl (-0.96258, -0.98265, -1.00659)
F (0.89131, 2.09470, -1.37822)
H (-5.18782, 1.18532, -7.55490)
C (-2.42777, -5.17281, 3.09785)
Cl (3.00867, -4.04265, -2.98710)
C (5.93014, 0.20313, -3.55828)
H (5.78650, -3.24106, -1.40199)
O (-3.22254, -7.03690, 4.33336)
Cl (-1.75495, -3.49573, 7.77740)
O (5.99651, -1.01168, -2.85067)
C (5.48047, 5.65961, -4.30940)
C (-1.20448, 2.59218, 6.87899)
F (0.53541, 3.67340, 5.83063)
F (-4.62698, -1.07566, 4.21605)
F (5.00928, -1.08510, -5.22061)
Cl (-5.98050, -2.22785, -1.42357)
O (-2.25744, 0.75201, 5.84926)
H (0.90435, 0.35790, -6.10983)
Cl (1.90885, -5.81396, -1.05243)
F (5.86752, 5.47127, -5.59694)
F (3.23281, 1.90329, -3.00452)
Cl (-2.63324, 6.17778, 3.36333)
C (-1.88355, 1.24247, 7.12870)
C (-0.79508, 6.23315, 3.33203)
H (-1.97635, -0.98382, 1.16059)
H (-0.42321, -4.33879, 6.09090)
H (-2.08845, -5.79644, 2.20865)
Cl (0.01590, 4.93341, 2.45514)
F (-4.73183, 3.61825, -5.41165)
Cl (4.81533, 1.23040, 2.53071)
H (6.69916, 0.92624, -3.25980)
H (-5.42266, 2.93712, -7.78263)
C (2.16746, 2.04329, -0.94322)
Cl (-0.84763, -0.89807, -5.43239)
C (3.23694, 2.67513, -1.85620)
C (-3.64276, -0.18020, 4.23046)
O (-3.48490, 2.23949, -7.53698)
C (-4.35442, 1.46325, -4.79892)
Cl (-1.87431, 3.09536, -0.85620)
F (4.47013, 2.54406, -1.26318)
F (4.03102, -1.06321, -1.70709)
Cl (-3.76148, 3.18038, 1.32831)
F (-1.38905, -4.97784, 3.92105)
C (0.50243, 0.14985, -5.11068)
F (5.64340, 0.02794, -0.81620)
H (-3.80801, -1.41624, -1.77164)
F (2.17216, 2.82444, 0.24818)
Cl (-0.06399, 0.26091, 1.50647)
C (1.79636, -4.19349, -1.63786)
H (-1.13604, 0.62882, 7.61316)
C (-1.66098, 3.30624, -8.58041)
Cl (-4.20131, -0.99189, 0.50832)
H (-3.29956, 1.75019, -4.72501)
H (7.47784, -1.70084, -4.90715)
H (2.68645, 4.60643, -1.22341)
Cl (-0.25672, -2.62125, 1.13154)
F (7.16714, -2.10114, -0.42100)
H (-0.37113, 6.21250, 4.32992)
H (-1.49721, -6.93405, 6.08421)
C (-3.07806, -8.51403, 6.16289)
F (-2.07150, 3.26452, 6.03985)
C (-4.05250, -7.74642, 5.28380)
F (-3.93114, -4.99142, 4.94675)
C (-2.08810, -7.45633, 6.85872)
H (1.95257, -3.38506, -0.86292)
F (-6.45133, 2.31089, -5.66322)
F (-2.87861, -6.65267, 7.54969)
Cl (2.64663, -0.11301, 3.96635)
C (-3.39716, 0.07102, 5.68766)
F (1.04387, 1.74979, 6.63177)
C (-0.28386, -3.59942, 6.81415)
H (3.97549, 1.68745, 4.71047)
F (-4.88059, 1.50703, -3.55497)

Forces on atoms 1 to 2 (eV/Å):
-0.41 0.66 0.12
0.05 -0.35 -0.89


Record 2
# C33H28Cl2N5OSYb

C33H28Cl2N5OSYb as an isolated structure (wB97M-V/def2-TZVPD, the Open Molecules 2025 dataset).

Computed properties:
- total charge = 0
- ⟨S²⟩ = 0.751
- gap between HOMO and LUMO (alpha / beta) (Ha) = 0.2376 / 0.2376
- ΔE to the lowest compared entry with this formula, charge and spin (eV) = 0.0336
- multiplicity = 2

Positions of all 71 atoms, in Å:
C (-3.10996, -2.19908, 1.88299)
C (-0.61840, -2.05467, -3.72353)
H (0.92608, 1.15019, 4.09874)
H (-1.63529, 5.26039, 0.64662)
C (-0.33668, 0.47630, -3.46423)
C (0.04961, -2.16887, -5.85754)
H (0.30578, -2.64668, -6.78511)
N (-0.40738, -2.88271, -4.76948)
C (0.29097, 3.13317, 3.60769)
C (-1.69818, 3.65705, -0.72263)
H (-2.23859, 1.81822, -1.65345)
H (-1.65243, -4.54691, -4.50848)
Cl (1.55878, -5.80473, 4.31589)
C (-0.61338, -4.31905, -4.73690)
H (-3.55098, 2.23579, 0.86391)
C (-0.28915, 1.17723, 2.32686)
H (-2.60158, -3.25837, 5.09761)
C (-4.16168, -1.92590, 4.48750)
C (-2.55092, -2.86247, 2.98567)
N (-0.16913, 0.45778, -2.14286)
C (1.85790, -4.84903, 1.78871)
C (0.21669, -1.08317, 2.79210)
H (-0.35493, -4.71215, -5.71685)
H (-2.03034, -3.27455, 0.41415)
C (1.19474, -2.62904, 1.07479)
N (-0.14368, -0.17804, 1.95408)
H (-3.15724, 0.65262, 1.58248)
C (0.11629, -0.88363, -5.48018)
H (2.28098, -5.82032, 1.56857)
N (-1.67035, 1.39832, 0.30358)
H (-0.33530, 5.01933, 2.79389)
C (-0.95388, 1.99592, 1.41567)
C (-0.34189, 3.94267, 2.67834)
O (1.11683, -1.72946, 0.12321)
C (-1.48848, 4.20202, 0.47084)
Cl (-4.79472, -1.73361, 6.10346)
C (-0.37177, 1.58925, -4.26669)
Yb (-0.71268, -0.84729, -0.26325)
C (1.41416, -4.57821, 3.08852)
H (-1.71234, -3.52611, 2.82365)
H (-2.02597, 4.25578, -1.56170)
H (0.55815, 1.70730, -0.63441)
H (-3.62805, 0.74927, -0.11930)
H (0.54198, -3.14509, 4.39799)
C (0.73646, -2.37615, 2.39210)
C (0.46282, 2.87011, -2.40230)
H (1.00963, 3.69446, -1.96689)
H (-3.27355, -2.22207, -0.24243)
H (0.48077, -0.02626, -6.00740)
C (-4.26721, -1.45004, 2.14423)
C (-0.95086, 3.38132, 1.56102)
C (-0.10194, 1.80368, -1.51234)
C (-3.05432, -2.72783, 4.26939)
C (0.87848, -3.35618, 3.39006)
C (0.19426, 2.79085, -3.70870)
S (-1.16629, -2.66062, -2.24103)
C (-3.09286, 1.25985, 0.68348)
C (-4.78546, -1.30195, 3.42149)
H (2.11280, -4.08503, -0.19616)
H (0.02121, -4.77027, -3.97651)
N (-0.31697, -0.80052, -4.15797)
H (-4.78640, -0.98050, 1.31605)
H (-5.67784, -0.71359, 3.59036)
H (0.78462, 3.57541, 4.46253)
C (-2.50839, -2.29272, 0.53971)
C (0.35155, 1.76257, 3.41667)
C (-1.49185, 2.18280, -0.94134)
H (0.17092, -0.89923, 3.86816)
H (-0.57956, 1.52759, -5.32056)
C (1.76435, -3.89203, 0.80923)
H (0.49914, 3.58318, -4.38304)

Forces on atoms 1 to 2 (eV/Å):
-0.02 -0.08 -0.03
0.04 0.02 0.11


Record 3
# C33H28EuF4N5O9PSb

C33H28EuF4N5O9PSb as an isolated structure in a non-equilibrium geometry (wB97M-V/def2-TZVPD, the Open Molecules 2025 dataset).

Computed properties:
- total charge = -1
- ⟨S²⟩ = 15.759
- gap between HOMO and LUMO (alpha / beta) (Ha) = 0.2263 / 0.3080
- ΔE to the lowest compared entry with this formula, charge and spin (eV) = 0.0596
- multiplicity = 8

Positions of all 82 atoms, in Å:
N (12.69749, 15.04306, 9.36412)
C (20.43615, 10.86641, 6.21825)
H (18.92197, 13.23384, 6.98089)
H (16.65533, 7.44591, 7.65286)
H (8.39382, 10.05101, 6.56952)
C (17.54270, 10.95586, 12.28504)
H (17.89214, 9.39125, 10.84182)
O (14.27895, 9.91867, 7.22913)
C (21.75693, 10.95399, 5.87507)
H (7.40620, 5.58650, 7.81286)
O (11.32499, 17.21216, 5.45236)
N (12.66775, 14.13921, 8.36186)
P (14.37364, 8.41199, 7.42911)
H (12.10387, 7.96400, 6.54394)
C (12.30683, 16.28712, 8.93637)
C (15.85790, 11.99296, 6.20436)
H (23.08925, 9.80114, 8.81376)
H (14.64159, 8.54919, 9.77149)
H (15.64357, 6.67775, 6.49545)
F (15.59415, 15.36115, 4.80396)
H (14.39619, 12.98062, 4.95612)
C (15.89759, 7.65261, 6.90988)
H (15.19259, 11.18604, 6.41704)
C (11.97827, 16.20925, 7.58827)
F (23.99581, 10.63609, 6.47417)
Sb (17.84517, 10.41483, 7.98520)
H (19.63173, 11.23212, 5.49603)
H (17.31174, 14.31649, 11.55922)
C (11.40569, 17.32948, 6.77800)
C (17.50263, 12.65114, 10.04964)
C (17.74056, 11.31831, 9.91362)
C (17.94885, 13.17066, 6.51484)
O (7.85226, 5.80308, 5.36836)
C (8.16364, 8.10567, 5.83240)
O (10.14920, 11.68830, 9.08608)
F (8.38515, 8.42234, 4.56947)
H (11.59278, 16.25789, 5.22444)
C (17.14160, 12.04597, 6.75460)
C (16.16530, 14.20566, 5.26365)
F (17.19116, 12.90676, 13.59493)
H (13.38509, 8.01889, 5.30084)
H (20.69852, 9.48586, 9.32881)
C (15.38964, 13.04715, 5.43369)
C (13.16886, 7.68120, 6.32147)
C (19.98813, 10.39471, 7.47048)
C (17.38385, 13.25911, 11.29060)
H (22.06026, 11.41045, 4.93529)
H (12.92858, 8.34525, 9.26109)
N (7.55008, 6.56001, 7.55684)
C (17.38354, 12.33929, 12.40573)
H (12.27881, 17.17993, 9.58580)
O (11.02667, 9.74867, 8.29523)
Eu (12.57798, 11.62783, 7.93009)
H (16.49630, 8.26924, 6.24062)
O (7.45403, 7.19858, 9.75795)
N (14.25212, 11.04448, 10.85845)
C (10.11374, 10.44285, 8.81763)
N (8.20290, 8.73226, 8.16672)
C (8.24424, 9.01795, 6.83703)
C (8.79382, 9.63882, 9.23548)
H (17.59084, 10.33060, 13.18360)
H (13.28197, 14.81726, 10.17538)
C (7.87565, 6.73885, 6.16859)
O (12.11785, 12.84797, 5.92862)
C (14.02830, 11.80596, 9.98298)
H (14.05085, 6.93391, 9.39877)
H (9.01416, 8.94621, 10.05772)
C (11.98514, 14.11719, 5.96491)
H (13.20824, 6.60521, 6.34406)
C (20.97928, 9.90119, 8.36892)
C (22.34701, 10.09183, 8.09334)
C (17.47774, 14.26794, 5.78392)
H (8.02876, 10.41232, 9.45233)
C (22.70547, 10.61773, 6.84243)
H (17.46161, 13.27172, 9.17651)
C (12.17921, 14.80104, 7.26052)
O (11.85787, 14.81888, 4.92259)
C (7.71780, 7.44919, 8.59895)
O (11.10154, 18.29794, 7.44052)
C (17.72135, 10.44794, 11.00030)
H (18.04477, 15.18534, 5.70675)
C (13.97247, 7.98358, 9.12404)

Forces on atoms 1 to 2 (eV/Å):
0.31 0.61 -1.08
-2.63 0.44 -0.12